Record 1
{
  "formula": "C39H51BrClN2O7PSSi",
  "method": "ωB97M-V/def2-TZVPD",
  "symbols": ["C", "C", "C", "C", "C", "C", "C", "C", "C", "C", "C", "C", "C", "Si", "C", "C", "C", "C", "C", "C", "C", "C", "C", "C", "C", "C", "C", "Cl", "C", "C", "C", "O", "C", "C", "C", "S", "C", "N", "N", "C", "O", "C", "Br", "C", "O", "H", "H", "H", "H", "H", "H", "H", "H", "H", "H", "H", "H", "H", "H", "H", "H", "H", "H", "H", "H", "H", "H", "H", "H", "H", "H", "H", "H", "H", "H", "H", "H", "H", "H", "H", "H", "H", "H", "H", "H", "H", "H", "C", "O", "P", "O", "O", "C", "O", "C", "H", "H", "H", "H", "H", "H", "H", "H", "H"],
  "xyz": [[-4.634, 2.064, 2.062], [-4.402, 1.440, 1.049], [-4.024, 0.608, -0.157], [-4.020, -0.859, 0.313], [-5.206, -1.607, 0.080], [-6.438, -1.032, -0.651], [-6.413, -1.517, -2.163], [-5.751, -0.496, -3.144], [-4.337, -0.960, -3.685], [-3.268, 0.121, -3.343], [-2.199, 0.394, -4.440], [-1.165, 1.390, -3.806], [0.128, 1.546, -4.662], [1.654, 2.142, -3.691], [3.114, 0.919, -3.740], [2.301, 3.721, -4.568], [1.302, 2.629, -1.894], [2.291, 2.310, -0.928], [2.175, 2.644, 0.429], [1.030, 3.335, 0.872], [0.033, 3.636, -0.068], [0.148, 3.302, -1.429], [-5.319, -2.958, 0.484], [-4.224, -3.521, 1.140], [-3.033, -2.785, 1.382], [-2.897, -1.452, 0.958], [-1.614, -0.635, 1.160], [-1.413, 0.009, 2.839], [-0.328, -1.355, 0.621], [0.095, -0.693, -0.737], [-1.931, -3.551, 2.134], [-1.193, -2.956, 2.879], [-1.826, -5.077, 1.956], [-0.471, -5.779, 2.059], [0.328, -5.426, 3.369], [1.814, -4.387, 3.032], [1.614, -2.879, 3.912], [1.266, -2.647, 5.166], [1.201, -1.332, 5.391], [1.529, -0.695, 4.282], [1.783, -1.646, 3.378], [-2.970, -5.713, 1.719], [-3.094, -7.640, 1.507], [-4.314, -4.982, 1.577], [-5.366, -5.536, 1.760], [-4.760, 2.569, 3.004], [-3.048, 0.940, -0.553], [-4.756, 0.810, -0.949], [-7.369, -1.423, -0.195], [-6.500, 0.065, -0.589], [-7.477, -1.613, -2.469], [-5.967, -2.525, -2.199], [-6.409, -0.432, -4.036], [-5.736, 0.513, -2.700], [-4.360, -1.239, -4.752], [-4.101, -1.883, -3.118], [-3.690, 1.096, -3.036], [-2.708, -0.262, -2.460], [-2.707, 0.841, -5.319], [-1.707, -0.549, -4.742], [-1.668, 2.380, -3.819], [-0.968, 1.028, -2.784], [-0.047, 2.267, -5.488], [0.420, 0.595, -5.163], [3.038, 0.152, -2.946], [4.010, 1.525, -3.480], [3.260, 0.491, -4.747], [2.832, 4.304, -3.784], [3.028, 3.473, -5.363], [1.480, 4.371, -4.920], [3.218, 1.796, -1.224], [2.998, 2.390, 1.110], [0.969, 3.613, 1.930], [-0.848, 4.173, 0.316], [-0.647, 3.586, -2.130], [-6.224, -3.549, 0.313], [-1.718, 0.257, 0.518], [0.512, -1.306, 1.329], [-0.522, -2.417, 0.381], [-0.766, -0.740, -1.436], [0.368, 0.360, -0.524], [0.957, -1.224, -1.186], [-0.552, -6.876, 2.027], [0.114, -5.494, 1.158], [0.688, -6.337, 3.867], [-0.343, -4.871, 4.048], [1.612, 0.373, 4.093], [7.042, 0.996, 4.702], [6.574, 1.465, 3.424], [6.981, 3.071, 3.026], [5.934, 3.134, 1.940], [8.417, 2.589, 2.430], [8.470, 1.457, 1.569], [7.515, 4.647, 2.906], [6.700, 5.607, 2.251], [6.755, -0.049, 4.809], [8.131, 1.074, 4.767], [6.584, 1.573, 5.506], [7.529, 1.295, 1.045], [8.729, 0.568, 2.146], [9.258, 1.633, 0.836], [5.705, 5.647, 2.694], [6.638, 5.387, 1.187], [7.179, 6.578, 2.376]],
  "mulliken_charge": [-0.052, -1.069, -0.429, 0.585, 1.018, -1.515, -0.644, -0.912, -1.042, 0.726, -1.081, 0.127, -0.873, 0.244, -1.148, -1.258, 0.650, -0.371, -0.617, -0.590, -0.642, -0.086, -0.952, 0.664, 0.710, -0.374, 0.725, -0.219, -0.023, -1.230, 0.449, -0.547, 0.086, -1.011, -0.813, -0.213, 0.673, -0.339, -0.494, -0.100, -0.196, 0.058, -0.195, 0.048, -0.569, 0.460, 0.066, 0.014, 0.507, 0.519, 0.324, 0.493, 0.510, 0.544, 0.498, 0.373, 0.369, -0.826, 0.404, 0.378, 0.212, -0.222, 0.363, 0.428, 0.307, 0.316, 0.385, 0.350, 0.336, 0.324, 0.230, 0.479, 0.410, 0.372, 0.374, 0.527, -0.191, 0.050, 0.184, 0.195, -0.053, 0.605, 0.359, 0.417, 0.535, 0.387, 0.522, -0.795, -0.235, 0.940, -0.556, -0.331, -0.544, -0.376, -0.541, 0.243, 0.356, 0.313, 0.262, 0.225, 0.261, 0.308, 0.248, 0.233],
  "lumo_ev": -2.032,
  "total_charge": 0,
  "energy_ha": -6215.955191,
  "smiles": "C#CCc1c(CCCCCCCC[Si](C)(C)c2ccccc2)cc2c(c1[C@@H](Cl)CC)C(=O)C(CCSc1nnco1)=C(Br)C2=O.COP(=O)(OC)OC",
  "gap_ev": 6.91,
  "homo_energy_ev": -8.9
}

---

Record 2
{
  "formula": "C39H51F10N3O33",
  "method": "ωB97M-V/def2-TZVPD",
  "symbols": ["C", "C", "O", "C", "O", "O", "F", "H", "H", "H", "C", "C", "O", "C", "O", "O", "F", "H", "H", "H", "C", "C", "O", "C", "O", "O", "F", "H", "H", "H", "C", "C", "O", "C", "O", "O", "F", "H", "H", "H", "C", "C", "O", "C", "O", "O", "F", "H", "H", "H", "C", "C", "O", "C", "O", "O", "F", "H", "H", "H", "C", "C", "O", "C", "O", "O", "F", "H", "H", "H", "C", "C", "O", "C", "O", "O", "F", "H", "H", "H", "C", "C", "O", "C", "O", "O", "F", "H", "H", "H", "C", "C", "O", "C", "O", "O", "F", "H", "H", "H", "C", "C", "O", "N", "C", "H", "H", "H", "H", "H", "H", "H", "C", "C", "O", "N", "C", "H", "H", "H", "H", "H", "H", "H", "C", "C", "O", "N", "C", "H", "H", "H", "H", "H", "H", "H"],
  "xyz": [[18.001, 4.720, 17.422], [18.013, 3.375, 18.245], [18.957, 3.534, 19.200], [19.719, 4.664, 18.910], [20.687, 4.935, 19.514], [19.227, 5.295, 17.789], [18.266, 2.292, 17.446], [17.218, 5.334, 17.829], [17.987, 4.713, 16.353], [17.068, 3.203, 18.747], [15.423, 12.711, 13.322], [14.742, 12.042, 14.500], [15.753, 11.381, 15.121], [16.842, 11.361, 14.300], [17.832, 10.731, 14.606], [16.616, 12.010, 13.191], [13.881, 11.051, 13.950], [15.803, 13.680, 13.596], [14.872, 12.744, 12.365], [14.107, 12.546, 15.120], [19.035, 8.304, 22.283], [18.675, 9.568, 21.452], [19.233, 10.649, 22.091], [19.696, 10.252, 23.306], [20.303, 10.955, 24.038], [19.400, 8.951, 23.548], [17.278, 9.758, 21.439], [19.853, 7.734, 21.911], [18.293, 7.539, 22.433], [19.009, 9.605, 20.437], [19.846, 8.373, 14.158], [19.240, 7.806, 12.889], [18.870, 6.507, 13.251], [19.618, 6.180, 14.366], [19.714, 5.063, 14.784], [20.221, 7.220, 14.899], [20.251, 7.686, 11.902], [19.183, 9.043, 14.749], [20.803, 8.912, 13.890], [18.440, 8.351, 12.453], [16.657, 7.168, 15.397], [15.435, 7.689, 16.097], [15.921, 8.758, 16.857], [17.172, 8.362, 17.247], [17.633, 8.658, 18.301], [17.650, 7.484, 16.365], [14.891, 6.781, 17.035], [16.848, 7.749, 14.473], [16.616, 6.134, 15.150], [14.596, 8.023, 15.480], [15.398, 11.729, 19.333], [14.193, 10.817, 19.092], [13.615, 11.514, 18.010], [14.018, 12.846, 17.973], [13.617, 13.661, 17.213], [14.943, 13.031, 18.921], [13.297, 10.764, 20.139], [16.142, 11.374, 18.589], [15.764, 11.811, 20.362], [14.349, 9.784, 18.696], [22.017, 7.325, 17.922], [20.710, 8.089, 18.121], [20.739, 9.142, 17.185], [22.030, 9.326, 16.827], [22.382, 10.277, 16.199], [22.803, 8.308, 17.235], [20.721, 8.803, 19.373], [21.847, 6.563, 17.207], [22.476, 6.969, 18.818], [19.781, 7.541, 18.001], [20.441, 12.129, 17.996], [19.382, 11.894, 16.988], [19.097, 13.243, 16.510], [19.432, 14.133, 17.526], [19.042, 15.249, 17.502], [20.262, 13.498, 18.429], [18.283, 11.419, 17.549], [21.444, 11.873, 17.572], [20.413, 11.502, 18.809], [19.604, 11.309, 16.127], [12.213, 4.261, 16.384], [13.153, 4.185, 15.158], [14.419, 3.773, 15.738], [14.330, 3.797, 17.125], [15.219, 3.549, 17.839], [13.085, 4.190, 17.495], [13.333, 5.402, 14.658], [11.569, 3.387, 16.298], [11.662, 5.201, 16.393], [12.808, 3.520, 14.366], [8.297, 6.902, 14.896], [8.219, 8.040, 13.754], [9.250, 7.598, 12.890], [9.933, 6.541, 13.354], [10.890, 6.014, 12.794], [9.510, 6.119, 14.541], [8.489, 9.278, 14.183], [7.506, 6.207, 14.798], [8.418, 7.412, 15.817], [7.278, 8.074, 13.227], [17.015, 4.456, 21.954], [16.640, 5.622, 21.066], [17.315, 5.851, 20.008], [15.508, 6.284, 21.360], [14.849, 7.245, 20.494], [16.149, 3.837, 22.201], [17.365, 4.835, 22.954], [17.844, 3.940, 21.537], [14.956, 5.889, 22.087], [14.398, 6.698, 19.653], [15.510, 8.019, 20.037], [14.104, 7.756, 21.055], [15.152, 6.858, 11.939], [15.315, 8.367, 11.782], [15.804, 9.023, 12.682], [14.863, 8.935, 10.614], [14.877, 10.394, 10.466], [16.163, 6.459, 11.808], [14.570, 6.407, 11.189], [14.814, 6.682, 12.981], [14.634, 8.409, 9.793], [15.919, 10.746, 10.630], [14.326, 10.963, 11.184], [14.543, 10.677, 9.492], [11.861, 8.691, 16.511], [10.684, 9.339, 17.100], [9.608, 8.704, 17.189], [10.827, 10.668, 17.399], [9.660, 11.455, 17.820], [11.644, 7.721, 16.131], [12.729, 8.759, 17.176], [12.191, 9.260, 15.631], [11.678, 11.116, 17.163], [10.001, 12.354, 18.336], [9.050, 10.879, 18.537], [9.008, 11.733, 16.990]],
  "mulliken_charge": [-0.558, 0.582, -0.418, 0.370, -0.575, 0.121, -0.422, -0.606, 1.023, 0.414, -0.839, 0.463, 0.595, -0.546, -0.184, -0.303, -0.360, 0.393, 0.294, 0.369, 0.006, 1.815, -0.420, 0.475, -0.520, -0.414, -0.328, 0.258, 0.039, -0.800, 0.384, 0.447, -0.392, 0.472, -0.561, -0.162, -0.437, -0.505, 0.529, 0.168, -0.231, -0.670, 0.487, -0.836, 0.003, 1.544, -0.209, -0.541, 0.573, 0.203, 0.417, 1.289, -0.080, 0.436, -0.554, -0.406, -0.446, -0.369, 0.390, -0.595, -0.337, 1.176, 0.529, 0.142, -0.578, -0.437, -0.380, 0.254, 0.471, -1.155, -0.134, 0.778, -0.450, 0.412, -0.505, -0.391, 0.011, 0.116, 0.211, 0.010, -0.216, 0.296, -0.336, 0.416, -0.390, -0.361, -0.208, 0.328, 0.107, 0.291, -0.326, 0.255, -0.336, 0.756, -0.582, -0.319, -0.235, 0.374, 0.226, 0.242, -1.616, 0.282, -0.199, 0.018, -0.474, 0.427, 0.371, 0.273, 0.241, 0.232, -0.221, 0.505, -0.458, 0.250, -0.193, -0.211, -0.679, 0.247, 0.520, -0.214, 0.241, 0.219, 0.067, 0.413, 0.248, 0.202, -0.752, 0.183, -1.050, -0.069, -0.125, 0.261, 0.054, 0.363, 0.335, 0.312],
  "lumo_ev": 0.161,
  "total_charge": 0,
  "energy_ha": -5162.788818,
  "gap_ev": 10.19,
  "homo_energy_ev": -10.0
}